Computed, not measured: a 2-piece molecular cluster, CH6NP overall, with the ωB97M-V functional and the def2-TZVPD basis.

Geometry as XYZ:
```
9
Properties=species:S:1:pos:R:3:lowdin_charge:R:1
C 1.0401 0.2949 -0.3558 -0.42
N -1.4635 -0.5537 -0.2031 -0.31
P -0.6732 0.9170 -0.0597 0.67
H 1.2197 -0.6389 0.1742 0.02
H 1.7534 1.0449 -0.0220 0.01
H 1.1701 0.1338 -1.4285 0.02
H -2.4619 -0.5376 -0.0817 0.01
H -1.0460 -1.3970 0.1628 0.03
H -0.3730 1.1945 1.8665 -0.04
```

Computed properties:
Charge: 0
E_LUMO (eV): 0.95
Orbital gap (eV): 9.45


Computed, not measured: one molecule with the formula CH6NPS, with the ωB97M-V functional and the def2-TZVPD basis.

Geometry as XYZ:
```
10
Properties=species:S:1:pos:R:3:lowdin_charge:R:1
C -1.1085 -0.4215 0.9500 -0.47
S 0.6759 -0.4048 1.4586 0.40
P 1.6273 -0.1682 -0.5055 0.46
N 0.4703 0.8554 -1.1254 -0.39
H -1.2140 0.3690 0.2797 -0.04
H -1.5165 -1.3742 0.5061 0.05
H -1.5261 -0.3938 2.0066 0.03
H 1.2214 -1.3438 -1.3679 -0.08
H 1.0474 1.3374 -1.8192 0.01
H 0.3228 1.5446 -0.3830 0.02
```

Computed properties:
Structure (SMILES): CSPN
Charge: 0
E_LUMO (eV): 0.86
Orbital gap (eV): 9.51


Computed, not measured: a 2-piece molecular cluster, CH6NS overall, with the ωB97M-V functional and the def2-TZVPD basis.

Geometry as XYZ:
```
9
Properties=species:S:1:pos:R:3:lowdin_charge:R:1
S -3.4944 -1.4420 0.9904 -0.47
H -3.8537 -1.8385 -0.2635 -0.51
C 0.8192 0.8922 0.2123 -0.21
N 1.3277 0.0103 -0.8285 -0.08
H 1.6727 1.3681 0.6996 0.06
H 0.1368 1.6540 -0.1708 0.06
H 0.2332 0.3876 0.9856 0.06
H 0.8382 -0.8838 -0.8606 0.06
H 2.3205 -0.1479 -0.7646 0.03
```

Computed properties:
Charge: -1
E_LUMO (eV): 3.84
Orbital gap (eV): 6.22


Computed, not measured: a 2-piece molecular cluster, CH6NS overall, with the ωB97M-V functional and the def2-TZVPD basis.

Geometry as XYZ:
```
9
Properties=species:S:1:pos:R:3:lowdin_charge:R:1
N 0.4253 -1.5124 -2.0833 -0.02
H 0.9718 -0.7240 -2.3750 -0.03
H -0.1916 -1.7140 -2.8506 -0.03
H -0.1438 -1.1062 -1.3254 -0.11
C -0.1210 1.0519 1.8077 -0.75
S -1.2036 0.1999 0.6165 0.03
H 0.2602 1.9645 1.3427 -0.03
H 0.7418 0.5066 2.2047 -0.02
H -0.7391 1.3338 2.6628 -0.03
```

Computed properties:
Charge: -1
E_LUMO (eV): 4.46
Orbital gap (eV): 6.66


Computed, not measured: a 2-piece molecular cluster, CH6NS overall, with the ωB97M-V functional and the def2-TZVPD basis.

Geometry as XYZ:
```
9
Properties=species:S:1:pos:R:3:lowdin_charge:R:1
S -2.6395 0.3131 0.3544 -0.34
H -3.8648 0.1521 -0.2358 -0.47
C 1.1059 -0.2579 -0.5133 -0.24
N 0.8605 0.5115 0.6956 -0.08
H 2.1180 -0.6798 -0.5397 0.05
H 0.9762 0.3473 -1.4108 0.06
H 0.4121 -1.0979 -0.6098 0.05
H -0.1172 0.7378 0.7640 -0.07
H 1.1487 -0.0261 1.4954 0.04
```

Computed properties:
Charge: -1
E_LUMO (eV): 4.31
Orbital gap (eV): 6.91


Computed, not measured: a 2-piece molecular cluster, CH6NS overall, with the ωB97M-V functional and the def2-TZVPD basis.

Geometry as XYZ:
```
9
Properties=species:S:1:pos:R:3:lowdin_charge:R:1
C -0.0016 0.0818 -1.3010 -0.28
N -0.5538 -0.2220 1.3352 0.05
S 1.5822 -0.3341 -1.3161 1.01
H -0.7158 -0.6965 -1.5307 0.06
H -0.3674 1.0816 -1.1412 0.06
H -0.2005 0.5119 1.9363 0.05
H -0.3070 -1.1215 1.7237 0.05
H -1.5622 -0.1605 1.2780 0.05
H 2.1261 0.8592 -0.9842 -0.04
```

Computed properties:
Charge: +1
E_LUMO (alpha / beta) (eV): -6.46 / -6.46
Orbital gap (alpha / beta) (eV): 8.46 / 8.46


What did the second record say?
Computed, not measured: one molecule with the formula CH6NPS, with the ωB97M-V functional and the def2-TZVPD basis.

Geometry as XYZ:
```
10
Properties=species:S:1:pos:R:3:lowdin_charge:R:1
C -1.1085 -0.4215 0.9500 -0.47
S 0.6759 -0.4048 1.4586 0.40
P 1.6273 -0.1682 -0.5055 0.46
N 0.4703 0.8554 -1.1254 -0.39
H -1.2140 0.3690 0.2797 -0.04
H -1.5165 -1.3742 0.5061 0.05
H -1.5261 -0.3938 2.0066 0.03
H 1.2214 -1.3438 -1.3679 -0.08
H 1.0474 1.3374 -1.8192 0.01
H 0.3228 1.5446 -0.3830 0.02
```

Computed properties:
Structure (SMILES): CSPN
Charge: 0
E_LUMO (eV): 0.86
Orbital gap (eV): 9.51